(1)
Entry from the OMol25 dataset: an isolated molecule of C14H11Cl2FN2O3 (ωB97M-V with the def2-TZVPD basis set).

The geometry in XYZ format:
```
33
C14H11Cl2FN2O3, DFT ωB97M-V with the def2-TZVPD basis set
O -1.626 2.712 1.110
C -1.029 1.687 0.762
C -0.315 0.839 1.717
Cl -0.397 1.115 3.442
C 0.311 -0.183 1.006
N 1.024 -1.289 1.581
C 1.167 -2.517 0.755
C 1.541 -3.757 1.601
O 2.704 -3.489 2.377
C 2.557 -2.390 3.286
C 2.135 -1.079 2.552
C -0.062 0.083 -0.431
O 0.227 -0.598 -1.382
N -0.829 1.214 -0.515
C -1.404 1.752 -1.709
C -1.814 0.949 -2.787
C -2.289 1.495 -3.993
C -2.419 2.868 -4.121
F -2.892 3.425 -5.252
C -2.082 3.694 -3.029
Cl -2.126 5.447 -3.139
C -1.524 3.134 -1.872
H 0.217 -2.753 0.254
H 1.960 -2.351 0.019
H 1.739 -4.629 0.970
H 0.700 -4.004 2.245
H 3.450 -2.205 3.929
H 1.768 -2.694 3.971
H 2.980 -0.701 1.970
H 1.913 -0.318 3.315
H -1.749 -0.110 -2.762
H -2.600 0.829 -4.774
H -1.236 3.826 -1.097
```

Computed properties:
- LUMO level: -0.035 Eh
- 2S+1: 1
- Structure (SMILES): O=C1C(Cl)=C(N2CCOCC2)C(=O)N1c1ccc(F)c(Cl)c1
- DFT total energy: -1895.55368 Ha


(2)
Entry from the OMol25 dataset: an isolated molecule of C14H11ClF3N3O (ωB97M-V with the def2-TZVPD basis set).

The geometry in XYZ format:
```
33
C14H11ClF3N3O, DFT ωB97M-V with the def2-TZVPD basis set
O -0.570 -1.011 -0.724
C -0.728 -0.745 0.444
C -1.346 0.571 0.944
C -1.596 1.486 -0.210
N -0.793 2.527 -0.339
C -0.923 3.337 -1.370
C -1.882 3.138 -2.356
C -2.010 4.097 -3.505
F -2.818 5.132 -3.201
F -2.529 3.528 -4.601
F -0.835 4.632 -3.863
C -2.747 2.056 -2.242
C -2.601 1.218 -1.149
Cl -3.655 -0.120 -0.953
N -0.404 -1.582 1.452
C 0.275 -2.844 1.219
C 1.743 -2.737 1.536
C 2.568 -1.905 0.785
C 3.907 -1.806 1.119
C 4.371 -2.546 2.198
N 3.598 -3.338 2.918
C 2.320 -3.428 2.595
H -2.281 0.337 1.457
H -0.655 1.056 1.634
H -0.232 4.168 -1.414
H -3.505 1.869 -2.988
H -0.483 -1.272 2.407
H 0.136 -3.075 0.159
H -0.194 -3.622 1.826
H 2.157 -1.351 -0.048
H 4.575 -1.174 0.555
H 5.409 -2.504 2.502
H 1.729 -4.092 3.213
```

Computed properties:
- LUMO level: 0.015 Eh
- 2S+1: 1
- Structure (SMILES): O=C(Cc1ncc(C(F)(F)F)cc1Cl)NCc1cccnc1
- DFT total energy: -1539.44636 Ha


(3)
Entry from the OMol25 dataset: an isolated molecule of C14H11ClF3N5 (ωB97M-V with the def2-TZVPD basis set).

The geometry in XYZ format:
```
34
C14H11ClF3N5, DFT ωB97M-V with the def2-TZVPD basis set
C 1.325 -2.141 1.629
C 0.479 -1.329 0.607
N 1.366 -1.067 -0.521
C 0.929 -1.149 -1.780
N 1.755 -1.944 -2.511
C 1.395 -2.184 -3.765
Cl 2.438 -3.171 -4.785
N 0.244 -1.704 -4.399
C -0.595 -0.900 -3.615
N -1.772 -0.409 -3.897
N -2.180 0.323 -2.824
C -1.320 0.220 -1.838
C -0.249 -0.618 -2.252
C 0.092 -0.058 1.245
C 0.989 0.980 1.455
C 0.601 2.177 2.055
C -0.776 2.407 2.391
C -1.291 3.692 2.990
F -2.116 3.427 4.037
F -0.251 4.481 3.425
F -2.001 4.319 1.975
C -1.692 1.351 2.200
C -1.239 0.147 1.640
H 0.715 -2.347 2.545
H 2.249 -1.588 1.911
H 1.655 -3.083 1.215
H -0.406 -1.861 0.271
H 2.244 -1.542 -0.493
H 0.096 -1.794 -5.372
H -1.412 0.775 -0.911
H 2.038 0.921 1.211
H 1.374 2.895 2.186
H -2.739 1.438 2.500
H -1.944 -0.665 1.477
```

Computed properties:
- LUMO level: -0.010 Eh
- 2S+1: 1
- Structure (SMILES): C[C@H](Nc1nc(Cl)[nH]c2nncc1-2)c1ccc(C(F)(F)F)cc1
- DFT total energy: -1573.66231 Ha